{
  "formula": "C4H8O2",
  "method": "ωB97M-V/def2-TZVPD",
  "symbols": ["C", "C", "O", "C", "C", "O", "H", "H", "H", "H", "H", "H", "H", "H"],
  "xyz": [[1.78, 0.29, -0.24], [0.89, -0.72, 0.43], [0.32, -0.09, 1.56], [-0.56, -0.55, 0.43], [-1.26, 0.45, -0.49], [-2.65, 0.54, -0.29], [1.33, 1.28, -0.21], [2.04, 0.03, -1.27], [2.70, 0.33, 0.36], [1.30, -1.72, 0.53], [-1.03, -1.16, 1.19], [-1.03, 0.26, -1.56], [-0.84, 1.43, -0.25], [-2.98, -0.36, -0.19]],
  "lowdin_charge": [-0.039, -0.358, -0.053, -0.159, -0.213, -0.054, 0.081, 0.080, 0.088, 0.140, 0.148, 0.132, 0.122, 0.086],
  "gap_ha": 0.403,
  "lumo_ha": 0.034,
  "total_charge": 0,
  "smiles": "C[C@H]1O[C@H]1CO"
}

{
  "formula": "C4H8O2",
  "method": "ωB97M-V/def2-TZVPD",
  "symbols": ["O", "C", "C", "O", "C", "C", "H", "H", "H", "H", "H", "H", "H", "H"],
  "xyz": [[-1.13, 1.41, 0.14], [-1.37, 0.29, -0.80], [0.03, -0.16, 0.42], [-0.06, -0.05, 1.81], [1.36, -0.05, -0.22], [0.66, -1.39, -0.01], [-0.40, 1.88, -0.28], [-1.66, 0.80, -1.78], [-2.31, -0.19, -0.50], [0.03, 0.87, 2.13], [2.24, 0.15, 0.40], [1.40, 0.33, -1.23], [0.19, -1.85, -0.87], [1.03, -2.04, 0.78]],
  "lowdin_charge": [-0.183, -0.033, -0.474, 0.044, -0.064, -0.087, 0.079, 0.106, 0.078, 0.118, 0.110, 0.099, 0.101, 0.106],
  "gap_ha": 0.333,
  "lumo_ha": 0.028,
  "total_charge": 0
}

{
  "formula": "C4H8O2",
  "method": "ωB97M-V/def2-TZVPD",
  "symbols": ["O", "C", "C", "C", "H", "H", "H", "H", "C", "O", "H", "H", "H", "H"],
  "xyz": [[-1.37, 1.65, -0.14], [-1.86, 0.51, 0.49], [-1.20, -0.82, 0.41], [-1.12, -0.22, 1.56], [-0.43, 1.51, -0.36], [-2.95, 0.58, 0.52], [-0.92, -1.66, -0.21], [-0.75, -0.22, 2.58], [1.93, -0.37, -1.09], [1.41, 0.68, -0.29], [1.14, -0.91, -1.64], [2.50, -1.09, -0.49], [2.60, 0.08, -1.82], [1.02, 0.27, 0.49]],
  "lowdin_charge": [-0.027, -0.360, -0.008, 0.004, 0.060, 0.128, 0.100, 0.101, -0.147, -0.139, 0.075, 0.084, 0.082, 0.048],
  "gap_ha": 0.381,
  "lumo_ha": 0.033,
  "total_charge": 0,
  "smiles": "OC1C=C1.CO"
}

{
  "formula": "C4H8O2",
  "method": "ωB97M-V/def2-TZVPD",
  "symbols": ["C", "C", "O", "H", "H", "H", "H", "C", "C", "O", "H", "H", "H", "H"],
  "xyz": [[-2.39, 2.37, 1.48], [-1.39, 3.15, 0.64], [-1.47, 3.09, -0.57], [-3.15, 1.78, 0.94], [-2.90, 3.05, 2.18], [-1.76, 1.67, 2.06], [-0.69, 3.83, 1.19], [2.46, -2.40, -1.37], [1.26, -3.15, -0.77], [0.82, -2.83, 0.26], [2.03, -1.77, -2.16], [3.24, -3.05, -1.82], [2.94, -1.76, -0.61], [1.02, -3.99, -1.46]],
  "lowdin_charge": [-0.070, -0.301, 0.016, 0.083, 0.076, 0.077, 0.119, -0.068, -0.352, 0.075, 0.079, 0.073, 0.077, 0.116],
  "gap_ha": 0.396,
  "lumo_ha": 0.033,
  "total_charge": 0,
  "smiles": "CC=O.CC=O"
}

{
  "formula": "C4H8O2",
  "method": "ωB97M-V/def2-TZVPD",
  "symbols": ["C", "C", "H", "H", "H", "H", "C", "O", "H", "H", "C", "O", "H", "H"],
  "xyz": [[-0.05, 1.97, 0.59], [0.10, 0.87, 1.32], [-0.99, 2.53, 0.59], [0.75, 2.35, -0.04], [1.04, 0.32, 1.30], [-0.70, 0.46, 1.92], [-1.04, 0.00, -1.41], [-1.79, -0.85, -0.97], [-1.41, 0.99, -1.74], [0.04, -0.16, -1.49], [1.00, -2.13, -0.02], [1.77, -1.24, -0.32], [-0.07, -2.09, -0.27], [1.35, -3.02, 0.54]],
  "lowdin_charge": [-0.092, -0.079, 0.056, 0.061, 0.038, 0.065, -0.163, -0.033, 0.085, 0.067, -0.120, -0.037, 0.066, 0.086],
  "gap_ha": 0.383,
  "lumo_ha": 0.026,
  "total_charge": 0,
  "smiles": "C=C.C=O.C=O"
}

{
  "formula": "C4H8O2",
  "method": "ωB97M-V/def2-TZVPD",
  "symbols": ["C", "C", "O", "C", "O", "C", "H", "H", "H", "H", "H", "H", "H", "H"],
  "xyz": [[1.56, 0.17, -0.14], [0.13, -0.10, 0.28], [0.17, -0.66, 1.58], [-0.77, -0.87, -0.71], [-1.76, 0.17, -0.71], [-0.91, 1.02, 0.09], [1.60, 0.88, -0.97], [2.05, -0.76, -0.45], [2.12, 0.58, 0.71], [-0.73, -0.83, 1.86], [-1.16, -1.83, -0.34], [-0.34, -1.02, -1.71], [-1.40, 1.37, 1.00], [-0.56, 1.89, -0.49]],
  "lowdin_charge": [-0.013, -0.521, -0.002, -0.114, -0.103, -0.113, 0.087, 0.088, 0.089, 0.104, 0.126, 0.125, 0.125, 0.122],
  "gap_ha": 0.399,
  "lumo_ha": 0.033,
  "total_charge": 0,
  "smiles": "CC1(O)COC1"
}

{
  "formula": "C4H8O2",
  "method": "ωB97M-V/def2-TZVPD",
  "symbols": ["C", "C", "C", "O", "C", "O", "H", "H", "H", "H", "H", "H", "H", "H"],
  "xyz": [[0.25, -0.69, -1.27], [0.17, 0.17, -0.01], [-0.07, -0.66, 1.25], [1.41, 0.87, 0.03], [-0.96, 1.18, -0.22], [-2.01, 1.16, 0.38], [0.43, -0.07, -2.15], [-0.68, -1.24, -1.43], [1.08, -1.41, -1.21], [-0.15, -0.01, 2.13], [0.76, -1.36, 1.41], [-1.01, -1.20, 1.16], [1.50, 1.28, 0.92], [-0.73, 1.98, -0.98]],
  "lowdin_charge": [-0.023, -0.608, -0.027, -0.024, -0.190, 0.063, 0.087, 0.094, 0.097, 0.095, 0.096, 0.088, 0.109, 0.142],
  "gap_ha": 0.386,
  "lumo_ha": 0.028,
  "total_charge": 0,
  "smiles": "CC(C)(O)C=O"
}

{
  "formula": "C4H8O2",
  "method": "ωB97M-V/def2-TZVPD",
  "symbols": ["C", "C", "C", "H", "H", "H", "H", "H", "H", "O", "C", "O", "H", "H"],
  "xyz": [[1.98, 1.60, -1.23], [1.56, 1.36, 0.00], [2.07, 0.20, 0.84], [1.65, 2.45, -1.81], [2.50, 0.83, -1.78], [0.88, 2.05, 0.49], [2.21, -0.67, 0.20], [2.99, 0.55, 1.31], [1.33, -0.05, 1.59], [-2.87, -0.52, -0.30], [-1.96, -0.78, 0.44], [-0.97, -1.65, 0.17], [-1.80, -0.37, 1.44], [-1.23, -2.22, -0.57]],
  "lowdin_charge": [-0.028, -0.248, -0.110, 0.047, 0.055, 0.088, 0.069, 0.073, 0.053, 0.078, -0.395, 0.059, 0.137, 0.121],
  "gap_ha": 0.384,
  "lumo_ha": 0.029,
  "total_charge": 0,
  "smiles": "C=CC.O=CO"
}

{
  "formula": "C4H8O2",
  "method": "ωB97M-V/def2-TZVPD",
  "symbols": ["C", "C", "O", "C", "O", "C", "H", "H", "H", "H", "H", "H", "H", "H"],
  "xyz": [[-0.24, 0.11, 1.43], [-0.01, 0.42, 0.00], [0.94, 1.45, -0.15], [-0.94, 0.33, -1.23], [-0.10, -0.70, -1.83], [0.46, -0.92, -0.49], [0.80, -0.65, 1.52], [-1.23, -0.35, 1.62], [0.01, 0.89, 2.15], [1.75, 1.04, -0.48], [-0.98, 1.24, -1.83], [-1.95, -0.05, -1.00], [1.51, -1.01, 0.39], [-0.03, -1.81, -0.09]],
  "lowdin_charge": [-0.020, -0.611, 0.010, -0.080, -0.085, -0.159, 0.118, 0.096, 0.075, 0.101, 0.127, 0.127, 0.187, 0.113],
  "gap_ha": 0.398,
  "lumo_ha": 0.028,
  "total_charge": 0
}

{
  "formula": "C4H8O2",
  "method": "ωB97M-V/def2-TZVPD",
  "symbols": ["C", "O", "C", "C", "C", "O", "H", "H", "H", "H", "H", "H", "H", "H"],
  "xyz": [[2.00, 0.09, -0.49], [0.99, -0.82, -0.14], [-0.27, -0.40, -0.47], [-1.35, -1.09, 0.06], [-0.56, 1.42, 0.69], [-0.77, 2.52, 0.41], [2.96, -0.39, -0.27], [1.96, 0.36, -1.55], [1.92, 1.01, 0.11], [-0.35, 0.15, -1.40], [-2.29, -1.06, -0.47], [-1.15, -2.02, 0.60], [-1.66, -0.29, 1.25], [-1.43, 0.51, 1.67]],
  "lowdin_charge": [-0.093, -0.142, -0.345, -0.105, -0.109, 0.091, 0.093, 0.095, 0.080, 0.129, 0.084, 0.089, 0.053, 0.080],
  "gap_ha": 0.345,
  "lumo_ha": 0.035,
  "total_charge": 0
}

{
  "formula": "C4H8O2",
  "method": "ωB97M-V/def2-TZVPD",
  "symbols": ["C", "C", "O", "C", "C", "O", "H", "H", "H", "H", "H", "H", "H", "H"],
  "xyz": [[-1.00, 1.20, 0.76], [0.24, 0.44, 0.34], [0.48, -0.48, 1.44], [1.10, -1.52, 0.89], [-0.15, -0.31, -0.99], [0.79, -1.05, -1.74], [-1.83, 0.48, 0.88], [-1.26, 1.92, -0.01], [-0.87, 1.71, 1.71], [1.12, 1.07, 0.21], [1.99, -1.08, 0.36], [-0.43, 0.51, -1.63], [-1.04, -0.93, -0.79], [0.87, -1.96, -1.41]],
  "lowdin_charge": [-0.043, -0.362, -0.149, 0.074, -0.244, -0.070, 0.095, 0.087, 0.090, 0.157, 0.027, 0.123, 0.137, 0.078],
  "gap_ha": 0.322,
  "lumo_ha": 0.008,
  "total_charge": 0
}

{
  "formula": "C4H8O2",
  "method": "ωB97M-V/def2-TZVPD",
  "symbols": ["O", "C", "C", "C", "O", "C", "H", "H", "H", "H", "H", "H", "H", "H"],
  "xyz": [[0.58, -1.23, -1.26], [0.47, 0.11, -0.86], [-0.99, 0.38, -0.46], [-0.98, -0.27, 0.93], [0.32, -0.02, 1.49], [1.18, 0.46, 0.46], [0.90, -1.78, -0.54], [0.83, 0.72, -1.69], [-1.66, -0.15, -1.13], [-1.26, 1.45, -0.46], [-1.11, -1.33, 0.79], [-1.73, 0.09, 1.63], [1.30, 1.55, 0.56], [2.17, 0.00, 0.56]],
  "lowdin_charge": [-0.017, -0.369, -0.107, -0.187, -0.135, -0.152, 0.101, 0.146, 0.118, 0.121, 0.105, 0.121, 0.127, 0.127],
  "gap_ha": 0.394,
  "lumo_ha": 0.034,
  "total_charge": 0,
  "smiles": "O[C@H]1CCOC1"
}

{
  "formula": "C4H8O2",
  "method": "ωB97M-V/def2-TZVPD",
  "symbols": ["C", "C", "O", "C", "O", "C", "H", "H", "H", "H", "H", "H", "H", "H"],
  "xyz": [[-0.38, 1.16, 1.15], [-0.42, -0.31, 0.73], [-1.75, -0.76, 0.79], [0.18, -0.52, -0.63], [-0.41, -1.32, -1.44], [1.33, 0.02, -1.26], [0.65, 1.53, 1.21], [-0.85, 1.26, 2.13], [-0.94, 1.77, 0.43], [0.21, -0.89, 1.42], [-1.85, -1.42, 0.08], [0.42, -0.74, -2.18], [2.08, -0.75, -1.47], [1.75, 0.97, -0.97]],
  "lowdin_charge": [-0.031, -0.383, -0.013, -0.404, 0.014, -0.029, 0.082, 0.087, 0.095, 0.163, 0.089, 0.201, 0.074, 0.055],
  "gap_ha": 0.356,
  "lumo_ha": 0.024,
  "total_charge": 0
}

{
  "formula": "C4H8O2",
  "method": "ωB97M-V/def2-TZVPD",
  "symbols": ["O", "C", "C", "C", "C", "O", "H", "H", "H", "H", "H", "H", "H", "H"],
  "xyz": [[-1.26, 0.98, -1.47], [-1.60, 0.83, -0.32], [-0.97, -0.14, 0.65], [0.14, -1.01, 0.08], [1.34, -0.20, -0.42], [1.70, 0.75, 0.56], [-2.42, 1.44, 0.11], [-1.78, -0.75, 1.07], [-0.58, 0.45, 1.49], [0.48, -1.70, 0.86], [-0.23, -1.62, -0.75], [2.18, -0.88, -0.63], [1.06, 0.29, -1.36], [1.96, 1.56, 0.11]],
  "lowdin_charge": [0.044, -0.254, -0.171, -0.183, -0.271, -0.069, 0.120, 0.120, 0.119, 0.113, 0.120, 0.114, 0.107, 0.090],
  "gap_ha": 0.393,
  "lumo_ha": 0.034,
  "total_charge": 0,
  "smiles": "O=CCCCO"
}

{
  "formula": "C4H8O2",
  "method": "ωB97M-V/def2-TZVPD",
  "symbols": ["C", "C", "C", "O", "O", "C", "H", "H", "H", "H", "H", "H", "H", "H"],
  "xyz": [[1.66, 0.55, 0.51], [0.41, 0.17, 0.09], [0.05, -1.24, -0.35], [0.47, -1.99, -1.19], [-0.60, 0.83, 0.71], [-1.95, 0.50, 0.43], [2.51, 0.81, -0.11], [1.77, 0.84, 1.55], [-0.68, -1.63, 0.41], [-2.51, 1.43, 0.57], [-2.10, 0.15, -0.60], [-2.31, -0.25, 1.14], [1.33, 0.09, -1.71], [1.95, -0.26, -1.47]],
  "lowdin_charge": [0.050, -0.383, -0.241, 0.035, -0.102, -0.081, 0.039, 0.064, 0.135, 0.097, 0.102, 0.090, 0.099, 0.097],
  "gap_ha": 0.323,
  "lumo_ha": 0.003,
  "total_charge": 0,
  "smiles": "C=C(C=O)OC.[H][H]"
}

{
  "formula": "C4H8O2",
  "method": "ωB97M-V/def2-TZVPD",
  "symbols": ["C", "O", "C", "C", "O", "C", "H", "H", "H", "H", "H", "H", "H", "H"],
  "xyz": [[0.23, 1.85, 0.36], [-0.83, 1.03, -0.05], [-0.66, -0.30, -0.48], [0.72, -0.90, -0.83], [0.71, -1.73, 0.34], [-0.61, -1.29, 0.69], [1.18, 1.34, 0.56], [0.40, 2.62, -0.40], [-0.06, 2.36, 1.29], [-1.43, -0.45, -1.24], [1.57, -0.21, -0.85], [0.74, -1.51, -1.74], [-0.64, -0.70, 1.61], [-1.33, -2.11, 0.75]],
  "lowdin_charge": [-0.097, -0.153, -0.274, -0.131, -0.108, -0.124, 0.085, 0.088, 0.089, 0.148, 0.110, 0.121, 0.124, 0.122],
  "gap_ha": 0.394,
  "lumo_ha": 0.036,
  "total_charge": 0,
  "smiles": "COC1COC1"
}

{
  "formula": "C4H8O2",
  "method": "ωB97M-V/def2-TZVPD",
  "symbols": ["C", "C", "O", "C", "O", "C", "H", "H", "H", "H", "H", "H", "H", "H"],
  "xyz": [[0.57, 0.47, -0.27], [0.70, -0.64, 0.51], [-0.42, -1.24, 0.94], [-1.50, -0.83, 0.10], [-1.79, 0.51, 0.30], [-0.63, 1.31, 0.03], [1.12, 0.69, -1.16], [1.58, -1.07, 0.97], [-2.37, -1.42, 0.38], [-1.19, -1.02, -0.94], [-0.41, 1.88, 0.94], [-0.84, 2.03, -0.77], [2.60, 0.04, -0.46], [2.59, -0.70, -0.55]],
  "lowdin_charge": [-0.141, -0.202, -0.013, -0.233, -0.080, -0.180, 0.071, 0.098, 0.141, 0.145, 0.127, 0.118, 0.068, 0.080],
  "gap_ha": 0.352,
  "lumo_ha": 0.033,
  "total_charge": 0,
  "smiles": "C1=COCOC1.[H][H]"
}

{
  "formula": "C4H8O2",
  "method": "ωB97M-V/def2-TZVPD",
  "symbols": ["O", "C", "C", "C", "C", "O", "H", "H", "H", "H", "H", "H", "H", "H"],
  "xyz": [[-1.04, -0.09, -1.07], [-1.32, -0.56, 0.45], [-0.02, -0.95, 0.87], [0.80, 0.09, -0.92], [1.11, 0.87, 0.34], [0.88, -0.01, 1.41], [-1.55, 0.70, -1.37], [-1.78, 0.34, 0.88], [-2.04, -1.37, 0.36], [0.18, -1.97, 1.19], [1.40, -0.79, -1.09], [0.78, 0.72, -1.82], [0.45, 1.75, 0.40], [2.15, 1.26, 0.37]],
  "lowdin_charge": [-0.132, -0.125, -0.230, 0.004, -0.245, -0.124, 0.104, 0.110, 0.102, 0.108, 0.094, 0.092, 0.119, 0.122],
  "gap_ha": [0.279, 0.279],
  "lumo_ha": [0.032, 0.032],
  "total_charge": 0
}

{
  "formula": "C4H8O3",
  "method": "ωB97M-V/def2-TZVPD",
  "symbols": ["O", "C", "C", "C", "C", "O", "H", "H", "H", "H", "H", "H", "O", "H", "H"],
  "xyz": [[-0.52, -2.01, -0.31], [-0.48, -0.81, -0.34], [0.29, 0.02, 0.63], [-0.60, 1.18, 1.13], [-0.82, 2.31, 0.16], [-0.26, 2.35, -0.91], [-1.02, -0.25, -1.12], [0.66, -0.54, 1.49], [1.17, 0.48, 0.16], [-0.29, 1.61, 2.09], [-1.55, 0.77, 1.47], [-1.54, 3.06, 0.54], [1.99, -2.90, -1.64], [1.85, -2.01, -1.96], [1.12, -3.26, -1.40]],
  "lowdin_charge": [0.049, -0.259, -0.146, -0.171, -0.262, 0.061, 0.131, 0.126, 0.126, 0.120, 0.123, 0.125, -0.069, 0.025, 0.022],
  "gap_ha": 0.401,
  "lumo_ha": 0.023,
  "total_charge": 0,
  "smiles": "O=CCCC=O.O"
}

{
  "formula": "C4H8O3",
  "method": "ωB97M-V/def2-TZVPD",
  "symbols": ["C", "O", "C", "O", "C", "C", "O", "H", "H", "H", "H", "H", "H", "H", "H"],
  "xyz": [[-2.77, 0.34, -0.29], [-1.59, 0.25, 0.50], [-0.58, -0.44, -0.06], [-0.67, -0.96, -1.16], [0.63, -0.44, 0.78], [2.23, 0.54, -0.44], [3.37, -0.07, -0.10], [-3.20, -0.65, -0.47], [-3.47, 0.96, 0.28], [-2.56, 0.80, -1.26], [0.45, -0.15, 1.82], [1.19, -1.37, 0.70], [1.79, 0.02, -1.30], [1.36, 0.70, 0.42], [3.81, 0.46, 0.58]],
  "lowdin_charge": [-0.057, -0.052, -0.560, 0.082, -0.017, -0.074, -0.037, 0.096, 0.091, 0.096, 0.099, 0.100, 0.075, 0.049, 0.109],
  "gap_ha": 0.323,
  "lumo_ha": 0.016,
  "total_charge": 0
}